(1)
{
  "formula": "C6H15NO",
  "method": "wB97M-V/def2-TZVPD",
  "e_tot_ev": -10002.4196,
  "smiles": "CCC(N)=O.CCC",
  "e_lumo_ha": 0.032,
  "e_above_lowest_kcal_mol": 30.8,
  "homo_ev": -9.8,
  "elements": ["H", "H", "H", "H", "H", "O", "C", "C", "C", "H", "H", "H", "H", "N", "C", "H", "C", "H", "H", "H", "H", "C", "H"],
  "coordinates": [[2.1218, 0.5274, -2.5223], [0.6842, -3.1682, 1.1420], [0.0071, 1.2794, -3.5631], [-0.6624, 0.9793, -0.6544], [-2.0592, 0.4675, 1.5134], [0.7839, -0.1857, 2.1909], [-0.7370, 0.5321, -1.6338], [0.1857, 1.4426, -2.5053], [-0.2954, -0.2443, 1.6457], [-0.3598, 2.4068, -2.4730], [1.8363, 1.3362, -0.9895], [1.2718, -1.7505, 0.2347], [-0.9443, 1.7694, 2.0120], [-1.1393, 0.8763, 1.5842], [0.3953, -2.3604, 0.4555], [-1.7625, 0.7987, -1.9199], [-0.7370, -1.5122, 1.0199], [-1.2805, -2.1674, 1.7195], [-1.5726, -1.4784, 0.3140], [0.1152, -2.8702, -0.4652], [2.2658, 2.1932, -2.4514], [1.6201, 1.3891, -2.0552], [-0.5659, -0.5301, -1.8179]],
  "forces_ev_per_angstrom": [[-0.3283, -0.1976, 0.3430], [0.1006, 0.4566, -0.0403], [0.6666, -0.7765, -0.3435], [0.2831, -0.9798, 0.5309], [-0.5685, 1.3054, -0.0564], [0.3877, 0.0419, -0.1208], [-0.0701, 1.5208, -1.6494], [-2.0113, 0.2733, 0.4411], [0.7531, 1.9738, 1.0714], [0.9942, 0.2236, 0.6682], [-0.5504, 0.0114, 0.1345], [-0.0178, -0.0917, 0.1047], [-0.0051, -0.5131, 0.3238], [-0.1803, -2.4996, -0.5266], [0.5459, -0.3675, -0.0843], [-0.0441, -0.4927, -0.1377], [-1.7337, -1.8988, -0.4653], [0.4858, 0.4745, 0.7444], [0.3814, 0.9803, -0.4612], [-0.2185, 0.1421, -0.0881], [-0.5580, 0.1464, 0.1764], [1.5838, 0.1708, -1.2444], [0.1037, 0.0962, 0.6796]],
  "mulliken_charge": [0.2843, 0.3282, 0.3585, 0.2039, 0.2199, -0.5952, -0.8001, -0.4369, 0.3364, 0.2925, 0.2773, 0.3246, 0.2010, -0.4474, -1.2257, 0.3096, -0.3684, 0.4531, 0.3777, 0.3248, 0.3291, -1.0361, 0.2888]
}

***

(2)
{
  "formula": "C6H10O6",
  "method": "wB97M-V/def2-TZVPD",
  "e_tot_ev": -18667.4927,
  "smiles": "C[C@@]1(O)C(O)(O)C=COC1(O)O",
  "e_lumo_ha": 0.024,
  "e_above_lowest_kcal_mol": 31.3,
  "homo_ev": -9.2,
  "elements": ["O", "H", "O", "C", "H", "O", "C", "H", "C", "O", "H", "O", "H", "H", "H", "O", "C", "H", "C", "H", "H", "C"],
  "coordinates": [[2.4109, -0.2611, -0.4643], [0.7285, 2.1057, 1.2124], [1.2585, -0.3839, 1.4882], [0.2366, 1.8681, 0.1403], [0.8584, 0.4575, -2.1148], [-1.4524, 0.2529, 1.6273], [-0.4729, -2.2094, -0.3487], [1.5224, -2.4650, -0.9113], [-1.3013, -0.0250, 0.2541], [-2.3211, 0.6586, -0.2853], [-0.8595, -3.1646, -0.6769], [-1.5282, -1.4587, 0.0608], [0.3824, -0.5706, 1.8659], [-2.3544, 0.6030, 1.6672], [-0.7808, 2.4455, 0.3670], [-0.0610, 0.5643, -1.7529], [1.1943, -0.5649, 0.1034], [0.8070, 2.3056, -0.6274], [0.8142, -1.9235, -0.3255], [3.0086, 0.1743, 0.1329], [-2.0946, 1.1210, -1.0946], [0.0043, 0.4701, -0.3179]],
  "forces_ev_per_angstrom": [[0.0860, 0.0714, -1.0322], [-0.6674, -1.2645, -2.5195], [0.6255, -0.5771, 0.7119], [-1.2721, 2.4816, 4.4820], [-1.1757, 0.0845, 0.6869], [0.6745, -0.6260, -0.2049], [-1.0317, -1.1340, -0.0743], [0.3243, -0.6869, 0.1915], [-0.4904, -0.8485, 0.4543], [-1.9507, 0.3134, -1.0995], [0.1496, -0.0884, -0.1735], [0.6128, 1.3001, 0.1043], [0.3713, 0.1043, 0.1138], [0.1719, -0.0827, 0.3076], [2.0328, -1.1261, -1.2241], [0.2502, -0.7926, -0.1265], [-1.6740, 1.5008, 0.5591], [0.5917, 1.1374, -0.6568], [-0.5389, 0.8256, -0.4645], [0.0514, 0.4377, 0.6869], [0.2591, -0.1881, -0.3969], [2.5997, -0.8421, -0.3257]],
  "mulliken_charge": [-0.5927, 0.2276, -0.5807, -1.6071, 0.5014, -0.5812, -0.3342, 0.3493, 0.3960, -0.6670, 0.4582, -0.4165, 0.4726, 0.3373, 0.2544, -0.6583, 0.5502, 0.4103, -0.6315, 0.3906, 0.4286, 1.2929]
}

***

(3)
{
  "formula": "C6H9O2",
  "method": "wB97M-V/def2-TZVPD",
  "e_tot_ev": -10462.2115,
  "smiles": "C/C=C/CCC(=O)[O-]",
  "e_lumo_ha": 0.136,
  "e_above_lowest_kcal_mol": 41.7,
  "total_charge": -1,
  "homo_ev": -3.3,
  "elements": ["H", "C", "C", "H", "H", "H", "C", "C", "O", "H", "H", "H", "C", "O", "H", "H", "C"],
  "coordinates": [[1.2235, 3.1855, -1.2573], [1.1896, 2.7389, -0.2067], [-0.1409, 0.5201, 0.3394], [-0.6443, 1.9309, -1.2629], [-1.7317, -0.4569, -0.8566], [0.5438, 3.4727, 0.3708], [-0.2475, -1.7459, -0.4522], [0.0273, 1.6592, -0.3905], [0.6612, -2.0801, 1.8302], [-1.7383, -0.6751, 0.9315], [2.1454, 2.4227, 0.0910], [0.5313, 0.1781, 1.0610], [0.0074, -2.6696, 1.0095], [-0.5719, -3.7415, 0.9204], [0.6599, -1.5788, -1.0168], [-0.7756, -2.5505, -1.0901], [-1.1392, -0.6098, -0.0205]],
  "forces_ev_per_angstrom": [[0.4955, -0.3434, 1.3549], [-5.0217, 0.6202, -2.3455], [-1.5613, 1.5664, -3.5501], [0.5899, -0.5551, 1.2430], [-1.6377, 1.3853, -1.3148], [1.9285, -0.2271, -0.0264], [-1.0268, -4.5662, 1.4872], [0.9372, -0.8719, 0.3513], [1.3465, 0.8465, 2.3989], [0.3525, -1.0162, -1.0652], [0.9061, -0.3217, 0.9496], [1.1087, -0.1399, 1.2914], [-0.7463, 1.0631, -4.5455], [-0.3768, -1.4040, 0.8849], [0.3228, 0.9760, 0.2751], [0.2919, 1.4306, 0.8787], [2.0911, 1.5575, 1.7325]],
  "mulliken_charge": [0.2285, -1.0031, -0.4245, 0.2724, 0.3398, 0.2693, -0.8524, -0.2636, -0.6140, 0.2662, 0.3569, 0.4637, 0.4841, -0.6847, 0.3737, 0.2481, -0.4604]
}

***

(4)
{
  "formula": "C36H34BNO4",
  "method": "wB97M-V/def2-TZVPD",
  "e_tot_ev": -48237.2502,
  "smiles": "Cc1ccc([C@@H](c2ccccc2)c2cn(C)c3ccccc23)o1.Cc1ccc(B(c2ccc(C)o2)c2ccc(C)o2)o1",
  "e_lumo_ha": 0.003,
  "e_above_lowest_kcal_mol": 0.0,
  "homo_ev": -7.5,
  "elements": ["H", "H", "H", "C", "H", "C", "O", "C", "H", "H", "H", "H", "H", "C", "H", "C", "H", "H", "H", "H", "H", "C", "H", "C", "H", "H", "C", "H", "O", "H", "C", "H", "C", "C", "C", "C", "C", "C", "O", "H", "H", "H", "C", "C", "H", "C", "H", "C", "C", "B", "C", "C", "C", "H", "O", "H", "N", "C", "C", "C", "C", "C", "C", "H", "C", "C", "H", "C", "H", "C", "H", "C", "H", "C", "C", "H"],
  "coordinates": [[3.1162, -2.6386, 0.6772], [-6.3157, 0.7160, 0.9293], [1.8607, -4.5035, 3.7797], [1.7659, -4.1282, 2.7450], [-5.3826, 3.8760, 0.0874], [1.6474, 3.2676, -0.1591], [1.2705, -0.0923, 0.1979], [2.2529, 2.0203, 4.8675], [3.0624, 4.9097, -0.7860], [-2.4662, -6.5759, 1.2520], [4.2112, -1.2972, 0.4559], [1.9948, 6.0956, -3.0240], [2.3272, 2.3975, 5.8951], [-5.3444, 0.5454, 1.4062], [-0.0482, -5.8580, 1.5482], [-3.9138, 2.2870, -1.6301], [0.7411, -0.2220, -3.0532], [-5.8874, 1.5627, 3.2169], [-3.9856, 4.3966, 1.0616], [-4.8708, 2.2445, -2.1314], [2.8117, -1.7814, -2.1760], [0.8880, 1.7426, 4.4492], [-2.2880, -0.8714, 0.8171], [1.1665, 5.3915, -3.0810], [3.0024, -1.2102, 1.7649], [0.2160, 5.9123, -3.2370], [-3.2457, -4.6089, 1.7749], [0.3734, 3.5615, 3.3659], [0.0293, 3.8763, -1.6180], [-4.4670, -0.4435, -0.2885], [3.1763, -1.5433, 0.7374], [1.7283, -4.9870, 2.0586], [2.1643, -1.1524, -1.5797], [-2.9703, -3.3058, 2.2193], [-3.0931, -0.3802, 1.3781], [0.3587, -2.0375, 2.9907], [-4.3364, 4.2020, 0.0429], [-3.5565, 3.1731, -0.6292], [0.2720, 0.5218, 4.6100], [-3.7759, -2.6082, 2.4485], [2.6356, -3.5029, 2.5195], [2.9020, 1.1491, 4.7365], [-2.2261, -5.5540, 1.5585], [-5.1199, 0.9894, 2.7092], [-2.0085, 2.3257, 3.0257], [-4.3199, -0.1268, 0.7441], [-2.0593, -0.9301, 4.5776], [1.0889, -0.3430, -2.0318], [-1.7015, -0.5594, 3.5935], [-0.3012, 1.5849, -0.8969], [-0.8837, -5.1826, 1.7305], [-0.9496, 0.6020, 3.9625], [-0.6356, -3.8791, 2.1293], [-2.6810, 0.5978, -2.5027], [-2.2631, 2.9554, -0.2434], [1.1879, -1.4281, 3.3318], [0.5686, -3.3399, 2.5644], [1.1304, 4.6650, -1.8331], [2.1121, 4.3954, -0.8892], [-1.7672, 1.9020, -1.0286], [-2.7888, 1.4452, -1.8377], [0.5943, 0.3616, -0.9533], [-2.9463, -0.0950, 2.7392], [2.0951, 2.7729, 0.6992], [0.0851, 2.5770, 3.7184], [-0.9856, -1.7331, 2.9253], [-4.3280, 5.1404, -0.5300], [-1.6459, -2.9095, 2.3844], [-4.2797, -4.9064, 1.5904], [-3.9326, 0.6651, 3.3742], [2.5914, 2.8616, 4.2538], [0.4476, 2.8720, -0.7443], [-3.7827, 0.9414, 4.4229], [-1.1248, 1.8924, 3.4821], [2.2548, -0.9521, -0.2208], [1.3372, 4.7147, -3.9379]],
  "forces_ev_per_angstrom": [[-0.0444, 0.2581, 0.2129], [0.4524, -0.0136, 0.1015], [-0.1107, 0.0898, -0.3471], [0.1599, 0.1177, 0.0536], [0.1900, 0.1006, 0.0992], [-0.7674, -0.4333, -0.7508], [0.4338, 0.6292, -1.1531], [0.8292, 0.1285, 0.6356], [-0.2774, -0.0890, -0.0653], [0.0237, 0.4224, 0.0508], [-0.2278, 0.0695, 0.2095], [-0.1008, 0.1828, -0.2718], [0.0025, -0.3915, 0.0262], [0.1625, -0.0701, 0.1392], [-0.4216, -0.0538, 0.1085], [0.3753, 0.3885, 0.6375], [0.1145, -0.0240, 0.2188], [0.0459, -0.0560, 0.0521], [-0.0021, -0.0485, -0.2271], [0.0707, 0.0104, 0.1432], [-0.1099, 0.0494, 0.1234], [-1.4812, 0.4687, -1.3571], [-0.3969, 0.1661, 0.3316], [-0.1624, 0.8615, -0.7904], [-0.0191, -0.0650, -0.2236], [0.2325, 0.0873, -0.1712], [-0.0159, 0.2971, 0.1957], [-0.1628, -0.1315, 0.2290], [2.0221, -0.3851, -0.7462], [0.1124, 0.0843, 0.2550], [0.9193, -0.5784, 0.5763], [0.2329, 0.3992, 0.2565], [0.1225, 0.1689, 1.1013], [-0.4900, -0.5691, -0.3063], [-0.2395, -0.1704, 0.0275], [-0.7989, -0.3969, -0.0178], [-0.7353, 0.7576, 0.3549], [0.9422, -1.6665, -0.9564], [-0.0956, 0.3589, -0.4830], [0.1273, -0.3351, -0.1718], [-0.0857, -0.3295, 0.0685], [0.0854, 0.2302, 0.0707], [0.6940, 0.3481, -0.1336], [0.2351, -0.0921, 0.1239], [0.3460, -0.4291, -0.1687], [0.2650, 0.1923, -0.0269], [-0.4824, -0.4392, -0.5463], [-0.6316, 0.8880, 0.4302], [-1.9987, -1.7494, -0.4315], [-0.6240, 1.0005, 1.0699], [-0.7338, -0.3222, -0.2563], [1.4932, 3.5257, -1.0321], [0.3375, 0.7830, 1.0787], [-0.1177, 0.1690, -0.0099], [-0.7007, -0.1686, -1.1183], [-0.2340, -0.1820, 0.0527], [-0.1820, 0.1346, -0.6971], [0.1330, -1.1172, 1.9048], [-0.9184, 0.2974, -0.5013], [-1.9202, -0.8778, -0.2822], [0.6100, 0.4579, 0.4407], [0.8973, -2.9465, -0.2784], [0.5819, 0.0675, 0.5151], [0.1173, -0.0435, -0.4806], [0.6557, -0.1256, 0.9250], [0.5856, 0.0476, 0.4399], [0.1209, -0.1113, 0.2330], [0.5688, -0.3899, 0.3134], [0.2724, 0.1038, 0.2015], [-0.4205, -0.4558, -0.0350], [0.1760, -0.3220, -0.0384], [1.4438, 1.7574, 1.6629], [-0.1480, -0.0213, -0.3605], [0.0266, -0.9827, 0.2151], [-1.2660, 0.2878, -1.8025], [-0.0936, 0.1965, 0.3524]],
  "mulliken_charge": [0.2613, 0.4375, 0.2780, -0.9763, 0.4085, -0.8427, 0.2126, -1.3823, 0.4258, 0.3810, 0.4854, 0.3612, 0.3001, -0.7035, 0.2698, -1.0892, 0.4916, 0.4008, 0.2804, 0.4444, 0.4736, 0.4136, 0.6183, -1.2634, 0.1834, 0.3067, -1.0794, 0.4320, -0.3066, 0.4358, -1.4435, 0.2960, -0.9071, -0.1022, 0.2671, -1.3362, -1.4756, 0.5953, -0.4901, 0.5019, 0.3129, 0.3038, -0.6859, -0.8492, 0.4894, -0.9601, 0.4769, -0.6760, 1.5899, -0.2552, -0.8761, -0.3527, -0.2789, 0.5626, -0.4379, 0.7362, 0.3553, 0.3045, -0.6085, 1.2963, -0.7522, 0.4310, -0.3069, 0.6354, -0.7855, 0.5775, 0.3162, 0.3319, 0.3808, -0.1708, 0.3510, 0.7247, 0.4516, -0.0708, 0.6334, 0.2416]
}

***

(5)
{
  "formula": "C3H5NOS",
  "method": "wB97M-V/def2-TZVPD",
  "e_tot_ev": -17561.9453,
  "smiles": "CNC(=O)C=S",
  "e_lumo_ha": -0.024,
  "e_above_lowest_kcal_mol": 76.6,
  "homo_ev": -8.7,
  "elements": ["C", "N", "S", "H", "H", "O", "C", "H", "C", "H", "H"],
  "coordinates": [[0.1989, 1.1899, -0.0623], [0.8830, 0.0814, -0.3508], [-2.3113, 0.0982, -0.4672], [1.7050, 0.1873, -1.2403], [1.4486, -1.9369, -0.1143], [0.3193, 2.3837, -0.3572], [-1.3032, 0.8329, 0.6106], [0.3694, -1.3882, 1.2368], [0.5977, -1.2752, -0.0025], [-0.0480, -1.6105, -0.6861], [-1.8593, 1.4373, 1.4335]],
  "forces_ev_per_angstrom": [[-3.2342, 1.3336, 1.1202], [4.7571, 1.5220, -3.9027], [0.8003, 0.4214, 1.1861], [-3.2587, -0.0524, 3.7227], [0.7018, 0.4502, -0.0057], [0.6225, -2.6347, 0.3681], [-0.6651, 1.0605, -1.4498], [-0.0353, 0.3153, -3.7730], [1.9365, 0.3213, 5.5111], [-3.4140, -1.7367, -1.7082], [1.7890, -1.0005, -1.0688]],
  "mulliken_charge": [0.6013, -0.2419, -0.1718, 0.3238, 0.3139, -0.5667, -0.3000, 0.2521, -0.9274, 0.4390, 0.2777]
}